# 1
162
Properties=species:S:1:pos:R:3:lowdin_charge:R:1 method="wB97M-V/def2-TZVPD" mol_weight_da=856.29 total_charge=0 relative_energy_kj_mol=310.1 smiles=COC[C@H](C)N.COC[C@H](C)N.COC[C@H](C)N.COC[C@H](C)N.COC[C@H](C)N.COC[C@H](C)N.COC[C@H](C)N.COC[C@H](C)N.COC[C@H](C)N.O.O.O gap_ev=8.9 total_energy_ha=-2830.02645
O -5.66999 -1.60468 1.44394 -0.0612
H -5.98267 -1.41638 2.33595 0.0352
H -5.83779 -2.54494 1.32026 0.0353
O 0.38671 2.23790 3.03720 -0.0613
H 0.08749 2.67016 3.84531 0.0371
H 0.70231 1.37400 3.32510 0.0009
O 0.88218 -4.52354 0.04514 -0.0737
H 0.94391 -3.58298 0.27244 0.0044
H -0.05812 -4.74929 0.17343 -0.0241
C 5.14463 1.80256 3.38699 -0.0612
C 4.80756 0.34010 3.68047 -0.4162
C 3.31875 -0.01818 3.71965 -0.2254
O 3.17072 -1.36827 4.09195 -0.1747
C 1.96262 -1.65575 4.74942 -0.1066
N 5.51962 -0.57554 2.73249 0.0328
H 6.10518 2.02584 2.93073 0.0668
H 5.00316 2.31504 4.34296 0.0736
H 4.43158 2.32491 2.73925 0.0718
H 5.23522 0.02094 4.63723 0.1270
H 2.94708 0.15186 2.69784 0.1273
H 2.75498 0.70205 4.32502 0.1183
H 1.89315 -1.19697 5.74204 0.0894
H 1.90279 -2.73542 4.86791 0.0910
H 1.07335 -1.30860 4.21230 0.0695
H 4.87397 -1.34591 2.55236 0.0539
H 5.39641 -0.05489 1.85128 0.0157
C -5.43300 2.72767 -5.58958 -0.0704
C -5.33080 1.73786 -4.43517 -0.4366
C -5.48944 2.49411 -3.07472 -0.1981
O -4.32936 3.24845 -2.77996 -0.1755
C -3.35721 2.52552 -2.08138 -0.1323
N -6.37917 0.74470 -4.62485 0.0331
H -4.66217 3.49770 -5.53988 0.0820
H -6.42812 3.17282 -5.67346 0.0794
H -5.26652 2.21962 -6.54277 0.0796
H -4.37197 1.21025 -4.50371 0.1312
H -5.70689 1.82914 -2.23040 0.1112
H -6.29267 3.22640 -3.19596 0.1157
H -3.16806 1.49472 -2.42213 0.0806
H -3.52654 2.33058 -1.01587 0.0751
H -2.40189 3.00398 -2.29617 0.0891
H -6.65572 0.37076 -3.72238 0.0652
H -7.14106 1.29214 -5.01498 0.0623
C -5.22208 1.99538 6.41024 -0.0644
C -3.71083 2.03450 6.15092 -0.4371
C -3.23914 0.83130 5.33788 -0.2315
O -3.78305 -0.41342 5.69602 -0.1626
C -3.21076 -1.47552 4.96550 -0.1047
N -3.26015 3.30785 5.59622 0.0396
H -5.36981 1.14707 7.08745 0.0743
H -5.82162 1.72934 5.53547 0.0692
H -5.66303 2.86244 6.89970 0.0742
H -3.25596 1.90766 7.13735 0.1343
H -2.15077 0.80899 5.49854 0.1202
H -3.27708 1.05148 4.26199 0.1106
H -2.85888 -2.24845 5.64745 0.0898
H -2.39165 -1.20476 4.29314 0.0608
H -3.93221 -1.89721 4.25986 0.0758
H -3.32161 4.05367 6.27749 0.0701
H -3.94448 3.57596 4.89309 0.0638
C -1.81443 -2.46182 1.42527 -0.0408
C -1.18777 -1.05939 1.51402 -0.3907
C -0.30316 -0.68772 0.33754 -0.1881
O 0.80416 -1.58832 0.25037 -0.1940
C 1.59549 -1.16689 -0.83198 -0.1094
N -2.37715 -0.17112 1.55035 0.0406
H -2.43177 -2.60106 0.53862 0.0879
H -2.45347 -2.62346 2.30004 0.0648
H -1.14862 -3.31397 1.57105 0.0626
H -0.75626 -0.90010 2.50109 0.1103
H 0.10128 0.30857 0.55227 0.1242
H -0.87018 -0.62775 -0.59600 0.1286
H 2.48890 -1.78819 -0.94139 0.0931
H 1.93480 -0.12845 -0.80593 0.0781
H 1.05080 -1.41707 -1.75081 0.0886
H -2.26777 0.69474 1.01843 0.0644
H -3.11966 -0.55774 0.96582 0.0505
C 4.64699 1.90307 -1.56111 -0.0657
C 6.03713 1.91336 -0.95287 -0.4028
C 6.38585 3.25785 -0.28484 -0.2248
O 6.82874 4.12642 -1.28703 -0.1770
C 7.98136 4.86417 -0.87244 -0.0938
N 6.10711 0.75626 -0.03338 0.0327
H 4.44639 1.08892 -2.25596 0.0642
H 4.39007 2.87666 -1.99231 0.0726
H 3.86086 1.87368 -0.79708 0.0798
H 6.84118 1.71028 -1.67077 0.1399
H 7.14607 2.98787 0.45827 0.1152
H 5.49296 3.56839 0.27219 0.1269
H 8.81244 4.16755 -0.72369 0.0843
H 7.82680 5.36803 0.08317 0.0865
H 8.21819 5.54070 -1.68851 0.0862
H 7.08765 0.58541 0.20713 0.0336
H 5.88464 -0.04160 -0.61392 0.0476
C 10.24520 -2.43947 -0.21528 -0.0746
C 9.18520 -1.51222 -0.80416 -0.4183
C 7.99600 -2.37585 -1.20577 -0.2097
O 7.06153 -1.61560 -1.95168 -0.1951
C 5.85229 -2.29309 -2.17410 -0.1207
N 8.87374 -0.42760 0.13718 0.0424
H 11.16378 -1.93740 0.08405 0.0757
H 10.59605 -3.19625 -0.92442 0.0762
H 9.75097 -2.99002 0.58908 0.0831
H 9.52737 -1.09655 -1.75568 0.1417
H 7.47851 -2.84961 -0.35984 0.1302
H 8.33184 -3.21017 -1.83212 0.1300
H 5.88711 -3.11415 -2.90343 0.0895
H 5.15301 -1.58314 -2.61532 0.0746
H 5.46951 -2.74770 -1.25360 0.0911
H 9.67301 0.14895 0.36518 0.0819
H 8.60164 -0.88957 1.00352 0.0868
C -4.19625 -4.94999 -2.42065 -0.0777
C -2.70725 -5.22838 -2.59293 -0.3938
C -2.28201 -6.24063 -1.50577 -0.1851
O -1.62987 -5.53329 -0.47594 -0.2131
C -1.61764 -6.19347 0.76320 -0.1243
N -2.55922 -5.84403 -3.92720 0.0123
H -4.48689 -4.00010 -2.88714 0.0724
H -4.54231 -4.76070 -1.40013 0.0711
H -4.85735 -5.70446 -2.84341 0.0816
H -2.04345 -4.36364 -2.63875 0.1370
H -1.70480 -7.08974 -1.89118 0.1275
H -3.16310 -6.73264 -1.07624 0.1201
H -0.82357 -5.87823 1.43876 0.0844
H -1.53710 -7.28658 0.75572 0.0965
H -2.55696 -6.01962 1.30646 0.0941
H -2.85614 -5.16438 -4.61327 0.0687
H -1.62806 -6.18939 -4.10808 0.0664
C -8.87284 3.68920 -1.14935 -0.0678
C -8.36959 3.65547 0.28612 -0.4393
C -7.02415 2.93229 0.41982 -0.2093
O -6.68841 2.84214 1.78225 -0.1811
C -5.43382 2.30470 2.08665 -0.1112
N -8.44927 4.96195 0.94690 0.0362
H -9.02735 2.67723 -1.52852 0.0763
H -8.17177 4.16000 -1.84521 0.0655
H -9.81942 4.22002 -1.24080 0.0778
H -9.13046 3.10828 0.85164 0.1346
H -6.27571 3.40746 -0.22743 0.1244
H -7.13305 1.90111 0.05835 0.1253
H -5.34383 1.79306 3.04713 0.0672
H -4.68743 3.10512 2.14037 0.0908
H -5.08846 1.55407 1.36719 0.0744
H -7.93484 5.66390 0.41032 0.0718
H -7.84454 4.91868 1.76803 0.0644
C 0.12025 0.99162 -3.51120 -0.0554
C 1.62141 1.13352 -3.64058 -0.4607
C 2.31182 0.25751 -4.65304 -0.2245
O 2.23029 -1.07465 -4.23108 -0.1829
C 2.93933 -1.94774 -5.07611 -0.1092
N 1.95435 2.55198 -3.78076 0.0420
H -0.03956 -0.09268 -3.57997 0.0728
H -0.41514 1.41312 -4.36134 0.0845
H -0.29280 1.23463 -2.53338 0.0643
H 2.07819 0.78634 -2.70148 0.0959
H 3.33376 0.62028 -4.82240 0.1282
H 1.79032 0.41166 -5.61188 0.1363
H 4.00812 -1.70971 -5.12559 0.0831
H 2.62518 -1.80602 -6.11927 0.0868
H 2.76844 -2.99095 -4.82743 0.0911
H 1.77089 3.02569 -2.90337 0.0741
H 2.95457 2.67544 -3.91087 0.0554

=====

# 2
73
Properties=species:S:1:pos:R:3:lowdin_charge:R:1 method="wB97M-V/def2-TZVPD" mol_weight_da=817.59 total_charge=+1 gap_ev=5.5 total_energy_ha=-3444.79234
C 1.77671 -3.18943 2.41567 -0.0237
C 1.49027 -2.39386 1.19330 -0.4391
C 1.52383 -1.03150 1.19100 0.0617
O 1.37424 -3.15929 0.07559 -0.0991
Si 0.15941 -3.59950 -1.00351 0.7631
C 0.60561 -3.00620 -2.71754 -0.0595
C -0.39231 -2.59752 -3.60185 -0.1925
F -1.69380 -2.72055 -3.23152 0.0905
C -0.13443 -2.08412 -4.86927 -0.1182
F -1.15003 -1.67769 -5.65676 0.1202
C 1.18678 -1.99875 -5.30886 -0.1040
F 1.46259 -1.47362 -6.51716 0.1315
C 2.21467 -2.45000 -4.47884 -0.1160
F 3.48913 -2.39586 -4.91546 0.1193
C 1.91366 -2.95060 -3.21002 -0.1694
F 2.92784 -3.40938 -2.43336 0.0958
C -0.10575 -5.46314 -1.12030 -0.0554
C -1.37447 -5.98698 -1.37991 -0.1888
F -2.41002 -5.13381 -1.59061 0.0886
C -1.65244 -7.35049 -1.45785 -0.1157
F -2.90751 -7.77610 -1.70231 0.1232
C -0.61847 -8.26820 -1.28028 -0.1012
F -0.87304 -9.59005 -1.30586 0.1357
C 0.67416 -7.79413 -1.05463 -0.1144
F 1.67757 -8.67916 -0.88829 0.1204
C 0.91148 -6.41708 -0.99436 -0.1694
F 2.18650 -5.98762 -0.80584 0.0906
C -1.32780 -2.71076 -0.27573 -0.0653
C -1.62973 -1.37393 -0.54298 -0.1838
F -0.83118 -0.66749 -1.39084 0.0757
C -2.64658 -0.68241 0.10873 -0.1231
F -2.85673 0.62272 -0.14851 0.1055
C -3.40896 -1.33264 1.07565 -0.1061
F -4.41967 -0.69129 1.68773 0.1314
C -3.10372 -2.64765 1.41730 -0.1141
F -3.78670 -3.26540 2.39931 0.1258
C -2.05015 -3.28587 0.77068 -0.1728
F -1.62122 -4.47855 1.27848 0.0895
H 1.77899 -2.53785 3.29430 0.0818
H 1.04853 -4.00095 2.57427 0.0910
H 2.77979 -3.63441 2.31676 0.1037
H 1.54927 -0.44584 0.27927 0.0594
H 1.67411 -0.54962 2.15627 0.0427
C 1.94492 3.48528 6.19162 -0.0050
C 1.54622 3.56943 4.76917 -0.1616
C 0.94823 4.72341 4.27060 -0.1773
F 0.80115 5.78625 5.12750 0.0790
C 0.48957 4.84707 2.97669 0.0932
C 0.72760 3.79690 2.03736 -0.1659
C 0.37319 3.82267 0.66635 0.1323
C -0.09687 4.90731 -0.12963 -0.1612
C -0.23926 6.26638 0.30402 0.0905
C -0.82120 7.20984 -0.52056 -0.1770
F -1.04000 8.46844 -0.01274 0.0768
C -1.17997 6.95507 -1.84333 -0.1579
C -1.76936 8.03314 -2.68265 -0.0062
C -0.94913 5.65149 -2.32300 0.0085
C -0.43929 4.66297 -1.50043 0.0193
C 1.35580 2.61367 2.54747 0.0221
C 1.73239 2.50346 3.87121 0.0105
H 2.32178 2.48175 6.38466 0.0895
H 2.73385 4.20037 6.43708 0.1099
H 1.10916 3.67255 6.87062 0.1085
H -0.06454 5.73476 2.69805 0.1122
H 0.49881 2.87467 0.14936 0.1334
H 0.13382 6.57921 1.27067 0.1101
H -1.92971 7.64700 -3.69135 0.0894
H -2.73741 8.37843 -2.30146 0.1094
H -1.12533 8.91628 -2.76378 0.1077
H -1.18862 5.44403 -3.36870 0.1325
H -0.27047 3.65950 -1.89366 0.1277
H 1.53858 1.79112 1.85369 0.1027
H 2.18568 1.58417 4.25326 0.1310